# 1
{
  "formula": "C22H17ClN3O4PtS",
  "method": "ωB97M-V with the def2-TZVPD basis set",
  "elements": ["Pt", "Cl", "C", "C", "C", "C", "O", "C", "C", "N", "C", "C", "C", "C", "C", "C", "C", "C", "N", "C", "C", "H", "H", "H", "H", "H", "H", "H", "H", "H", "H", "N", "C", "C", "C", "C", "C", "C", "S", "O", "O", "O", "H", "H", "H", "H", "H", "H", "H"],
  "positions_angstrom": [[0.879, -0.261, 0.183], [2.435, 4.797, -4.272], [2.143, 3.288, -3.492], [2.079, 2.124, -4.240], [1.840, 0.904, -3.595], [1.665, 0.786, -2.200], [1.418, -0.340, -1.658], [1.761, 2.003, -1.488], [1.631, 2.048, -0.013], [2.150, 1.159, 0.772], [1.998, 1.376, 2.146], [2.828, 2.268, 2.837], [2.675, 2.452, 4.210], [1.699, 1.732, 4.897], [0.878, 0.820, 4.209], [-0.110, 0.056, 4.847], [-0.879, -0.833, 4.103], [-0.636, -0.925, 2.744], [0.298, -0.201, 2.101], [1.039, 0.644, 2.819], [1.979, 3.241, -2.116], [2.208, 2.139, -5.316], [1.783, -0.004, -4.196], [1.104, 2.931, 0.392], [3.595, 2.804, 2.287], [3.321, 3.147, 4.739], [1.586, 1.873, 5.969], [-0.277, 0.146, 5.916], [-1.646, -1.442, 4.567], [-1.198, -1.602, 2.106], [2.043, 4.147, -1.524], [-1.028, 0.051, -0.449], [-1.683, -1.042, -1.049], [-1.215, -2.338, -0.810], [-1.884, -3.443, -1.341], [-3.050, -3.244, -2.082], [-3.560, -1.958, -2.280], [-2.879, -0.859, -1.754], [-3.957, -4.649, -2.778], [-5.314, -4.411, -2.294], [-3.756, -4.458, -4.212], [-3.286, -5.811, -2.200], [-1.089, 0.872, -1.070], [-1.606, 0.444, 0.309], [-0.309, -2.489, -0.229], [-1.505, -4.448, -1.182], [-4.484, -1.832, -2.840], [-3.292, 0.133, -1.906], [1.611, -1.795, 0.434]],
  "atomic_forces_ev_per_a": [[-0.026, -3.157, 2.103], [0.103, 0.579, -0.291], [-0.128, -0.265, 0.554], [-0.160, -0.942, 0.570], [0.118, 0.071, -0.734], [0.740, 2.160, -1.520], [0.141, -1.412, -0.940], [0.397, 1.058, 0.825], [-1.369, 0.659, -1.278], [3.194, 1.105, 1.939], [2.111, 1.392, -0.444], [-0.423, -0.325, -0.550], [-0.769, -0.584, 0.497], [0.833, 0.704, -0.160], [0.005, 0.170, 0.443], [-0.972, -0.983, -0.220], [0.678, 1.004, 1.057], [0.363, 0.106, -1.800], [-1.276, -1.618, 0.680], [0.272, 0.520, 1.389], [-0.049, -0.748, -0.575], [-0.023, 0.080, 0.098], [-0.017, 0.173, 0.182], [0.158, -0.382, 0.044], [-0.139, -0.095, 0.007], [-0.104, -0.097, -0.043], [-0.093, -0.122, -0.142], [0.110, 0.055, -0.082], [0.069, 0.038, -0.112], [0.083, -0.020, 0.097], [-0.015, -0.044, -0.015], [-2.619, 2.877, -0.504], [-1.573, -2.104, -0.461], [-0.299, -0.055, -0.371], [-0.341, 0.611, -0.153], [0.016, -0.215, 0.138], [0.536, 0.089, 0.276], [0.022, -0.559, -0.267], [0.514, 0.498, 0.350], [0.185, -0.272, -0.329], [-0.310, -0.302, 0.282], [-0.354, 0.176, -0.310], [0.379, -0.579, -0.305], [0.212, -0.676, 0.085], [-0.137, 0.099, -0.173], [-0.180, 0.140, -0.065], [0.159, -0.038, 0.118], [0.115, 0.108, 0.035], [-0.134, 1.125, 0.076]],
  "total_charge": -1,
  "lumo_ev": 0.943,
  "orbital_gap_ev": 5.64
}

=====

# 2
{
  "formula": "C22H17F2N3O4",
  "method": "ωB97M-V with the def2-TZVPD basis set",
  "elements": ["O", "O", "F", "F", "N", "O", "O", "C", "C", "C", "C", "C", "C", "C", "C", "C", "C", "C", "C", "C", "C", "C", "C", "C", "C", "C", "N", "N", "C", "C", "C", "H", "H", "H", "H", "H", "H", "H", "H", "H", "H", "H", "H", "H", "H", "H", "H", "H"],
  "positions_angstrom": [[1.374, 2.757, 2.112], [1.754, -1.486, 0.559], [4.074, 0.327, -6.161], [3.031, 1.893, -7.296], [-0.123, 0.239, 1.930], [-2.523, 1.252, 2.768], [3.229, 2.170, -5.097], [1.841, 1.675, 1.776], [2.000, -0.311, 0.845], [-0.484, -0.840, 2.644], [2.659, 0.454, -3.424], [3.738, 2.504, -2.804], [2.679, 0.051, -2.067], [3.769, 2.103, -1.494], [-3.326, -5.040, 3.894], [-4.243, -0.331, 3.289], [-1.975, -4.816, 3.613], [3.182, 1.694, -3.790], [-2.889, -0.056, 2.956], [3.231, 0.877, -1.062], [-4.199, -3.942, 3.875], [-4.667, -1.642, 3.550], [-1.487, -3.544, 3.298], [-1.914, -1.108, 2.939], [-3.703, -2.651, 3.571], [-2.351, -2.415, 3.262], [1.237, 0.443, 1.732], [3.088, 1.650, 1.251], [3.071, 1.210, -6.142], [4.509, -0.276, 0.805], [3.242, 0.480, 0.413], [-1.547, 1.263, 2.557], [0.277, -1.573, 2.967], [2.139, -0.218, -4.105], [4.145, 3.462, -3.092], [2.262, -0.926, -1.820], [4.206, 2.770, -0.787], [-3.667, -6.020, 4.106], [-4.946, 0.515, 3.353], [-1.303, -5.654, 3.568], [-5.261, -4.121, 4.037], [-5.709, -1.876, 3.695], [-0.433, -3.392, 3.085], [3.411, 2.540, 0.966], [2.116, 0.678, -6.068], [4.683, -1.086, 0.132], [4.464, -0.670, 1.793], [5.401, 0.388, 0.768]],
  "atomic_forces_ev_per_a": [[-0.585, -1.449, 0.568], [0.361, 2.199, 0.223], [0.289, 0.180, -0.022], [0.517, 0.076, 0.279], [-1.283, -1.719, 2.274], [0.111, -1.430, -0.010], [0.048, -1.105, -0.761], [-0.998, 4.616, 0.425], [-0.418, -3.474, -0.330], [0.473, 1.705, -1.682], [-0.312, -0.134, 0.948], [-0.022, 0.113, -0.748], [0.396, 0.658, -0.047], [-0.544, -0.909, 0.481], [-0.711, 2.114, -0.146], [-0.767, -0.554, 0.185], [0.595, 1.214, -0.532], [0.073, -0.667, -0.112], [1.449, 0.119, 0.312], [-0.485, -0.430, -1.435], [1.450, -1.809, -0.169], [1.138, 2.888, -0.720], [-0.444, -0.629, 0.274], [-0.035, 1.705, -0.381], [-1.170, -1.186, 0.124], [0.473, -0.951, 0.327], [0.884, -1.101, -0.800], [0.040, -1.766, 0.251], [-1.196, 0.902, 0.990], [0.753, 0.729, -0.609], [0.473, 0.214, 0.184], [-0.847, 0.122, -0.097], [-0.386, 0.541, -0.163], [0.386, 0.230, -0.061], [0.065, 0.042, -0.036], [0.056, 0.298, 0.050], [0.320, 0.432, 0.364], [-0.354, -0.741, 0.160], [0.465, -0.484, -0.213], [0.248, -0.160, 0.139], [0.198, 0.312, 0.063], [-0.072, 0.067, 0.226], [-0.216, -0.350, -0.042], [0.223, 0.692, -0.162], [0.224, -0.031, 0.192], [0.092, -0.633, -0.508], [-0.262, -0.229, 0.875], [-0.689, -0.228, -0.128]],
  "total_charge": 0,
  "de_lowest_kcal_mol": 0.0,
  "lumo_ev": -0.543,
  "orbital_gap_ev": 7.70
}

=====

Number 1: HOMO energy -4.7 eV, strongest force on any atom 0.076 hartree/bohr, energy -62354.2509 eV. Number 2: HOMO energy -8.2 eV, strongest force on any atom 0.092 hartree/bohr, energy -41184.9555 eV.